Molecular formula: C48H96O12
Method: DFT, wB97M-V/def2-TZVPD

Each atom is followed by the atoms it is bonded to, with distances in Å.
CARTESIAN COORDINATES (ANGSTROEM)
1 O -10.19 -8.54 11.51  C75 1.417, C91 1.438
2 H -17.29 -5.77 7.72  C134 1.088
3 C -10.54 -10.33 -0.75  O27 1.438, C64 1.513, H90 1.100, H156 1.093
4 C -9.40 -2.42 11.41  H59 1.087, H122 1.097, O132 1.428, C145 1.523
5 O -13.56 -11.94 7.10  C12 1.419, C33 1.401
6 H -12.11 -8.05 8.91  C117 1.093
7 H -16.41 -8.22 9.03  C155 1.089
8 H -13.67 -5.56 1.25  C136 1.089
9 H -10.49 -7.61 8.64  C117 1.096
10 H -12.11 -4.90 6.68  C137 1.090
11 C -15.44 -6.50 10.07  O56 1.418, H107 1.090, H125 1.101, C155 1.510
12 C -13.90 -10.99 8.11  O5 1.419, H58 1.090, C101 1.537, H111 1.094
13 C -12.58 0.49 6.15  H73 1.092, C139 1.523, C149 1.548, H154 1.089
14 O -8.41 -4.59 0.43  C127 1.425, C151 1.420
15 H -7.14 -8.84 6.88  C88 1.095
16 H -9.86 -10.03 4.17  C121 1.094
17 H -14.41 -4.81 -0.94  C133 1.091
18 H -10.14 -8.86 2.21  C80 1.088
19 C -9.21 -4.09 2.54  H74 1.090, C81 1.525, H135 1.092, C151 1.523
20 H -12.57 -9.16 1.40  C92 1.097
21 H -12.64 -4.70 -1.16  C133 1.090
22 H -11.91 -3.37 10.94  C44 1.098
23 H -14.24 -8.61 -1.31  C67 1.086
24 C -13.20 -6.70 4.22  H47 1.092, O49 1.455, C72 1.511, H85 1.086
25 H -14.83 -9.56 5.19  C129 1.089
26 H -7.42 -5.29 2.09  C151 1.089
27 O -11.81 -10.49 -0.09  C3 1.438, C92 1.406
28 H -13.96 -6.17 -2.89  C60 1.090
29 H -9.06 -6.93 10.89  C75 1.099
30 H -10.12 -6.08 5.39  C141 1.090
31 H -8.95 -6.11 1.78  C151 1.099
32 O -14.16 -7.27 0.18  C67 1.441, C136 1.413
33 C -14.11 -11.52 5.88  O5 1.401, H63 1.093, H78 1.101, C129 1.526
34 H -10.50 -8.00 0.70  C80 1.092
35 H -10.26 -3.11 7.34  C51 1.094
36 C -7.19 -8.62 4.72  H53 1.090, C88 1.524, H100 1.097, O106 1.419
37 H -11.45 -7.97 3.93  C72 1.094
38 H -11.64 -9.60 10.63  C91 1.095
39 H -10.24 -0.48 11.78  C145 1.091
40 H -16.78 -4.57 3.98  C102 1.086
41 C -17.01 -7.08 1.90  O66 1.430, C71 1.543, H96 1.093, H104 1.089
42 H -14.28 -6.19 7.51  C128 1.094
43 C -7.22 -3.72 6.47  H95 1.098, H99 1.090, O110 1.420, C124 1.524
44 C -11.22 -3.03 10.15  H22 1.098, C97 1.522, O132 1.428, H152 1.090
45 H -8.92 -2.43 8.13  C51 1.099
46 H -9.31 -10.82 0.91  C64 1.090
47 H -13.66 -7.50 4.80  C24 1.092
48 H -12.61 -7.01 -2.18  C60 1.095
49 O -13.29 -5.51 5.05  C24 1.455, C137 1.430
50 H -10.00 -6.65 12.31  C75 1.091
51 C -9.20 -3.28 7.49  H35 1.094, H45 1.099, O110 1.418, C150 1.548
52 H -16.39 -5.78 0.30  C71 1.092
53 H -6.95 -7.58 4.49  C36 1.090
54 H -11.14 -4.31 1.74  C81 1.093
55 H -15.58 -9.84 7.53  C101 1.093
56 O -14.92 -5.40 9.34  C11 1.418, C128 1.420
57 H -9.88 -0.82 5.77  C108 1.088
58 H -14.62 -11.34 8.84  C12 1.090
59 H -8.32 -2.42 11.43  C4 1.087
60 C -13.54 -6.49 -1.94  H28 1.090, H48 1.095, C67 1.545, C133 1.527
61 H -12.06 -1.58 5.87  C149 1.089
62 H -14.16 -8.80 7.80  C101 1.088
63 H -13.57 -11.88 5.00  C33 1.093
64 C -9.57 -9.93 0.34  C3 1.513, H46 1.090, C80 1.538, H83 1.091
65 H -8.51 -7.96 6.38  C88 1.091
66 O -16.82 -6.51 3.20  C41 1.430, C102 1.437
67 C -14.41 -7.54 -1.21  H23 1.086, O32 1.441, C60 1.545, H93 1.096
68 H -6.75 -5.42 7.65  C124 1.092
69 H -11.68 -10.51 1.99  C92 1.099
70 H -8.57 -11.24 4.07  C121 1.094
71 C -17.25 -5.88 0.96  C41 1.543, H52 1.092, C82 1.521, H112 1.088
72 C -11.71 -6.92 4.10  C24 1.511, H37 1.094, H131 1.097, C141 1.515
73 H -12.43 0.28 7.21  C13 1.092
74 H -9.62 -4.47 3.48  C19 1.090
75 C -10.05 -7.14 11.33  O1 1.417, H29 1.099, H50 1.091, C113 1.520
76 H -10.95 -1.22 9.01  C97 1.092
77 H -10.26 -4.52 -0.50  C127 1.091
78 H -15.13 -11.88 5.69  C33 1.101
79 H -10.29 -0.20 4.08  C108 1.092
80 C -10.46 -8.98 1.17  H18 1.088, H34 1.092, C64 1.538, C92 1.523
81 C -10.29 -3.65 1.56  C19 1.525, H54 1.093, H115 1.087, C127 1.551
82 C -17.26 -4.67 1.88  C71 1.521, C102 1.522, H118 1.092, H147 1.092
83 H -8.71 -9.44 -0.10  C64 1.091
84 H -7.91 -5.74 6.31  C124 1.089
85 H -13.72 -6.59 3.27  C24 1.086
86 H -7.95 -10.94 6.35  C153 1.088
87 O -10.40 1.16 5.63  C108 1.415, C139 1.435
88 C -7.87 -8.79 6.07  H15 1.095, C36 1.524, H65 1.091, C153 1.529
89 H -16.38 -7.11 6.99  C134 1.089
90 H -10.70 -9.57 -1.53  C3 1.100
91 C -10.73 -9.10 10.30  O1 1.438, H38 1.095, C117 1.542, H138 1.088
92 C -11.73 -9.82 1.14  H20 1.097, O27 1.406, H69 1.099, C80 1.523
93 H -15.44 -7.28 -1.47  C67 1.096
94 H -9.49 -5.53 7.76  C150 1.091
95 H -6.57 -3.11 7.12  C43 1.098
96 H -16.07 -7.55 1.61  C41 1.093
97 C -11.19 -1.52 10.03  C44 1.522, H76 1.092, H109 1.089, C145 1.534
98 H -11.66 2.40 6.66  C139 1.090
99 H -6.68 -3.82 5.53  C43 1.090
100 H -6.24 -9.17 4.70  C36 1.097
101 C -14.49 -9.76 7.41  C12 1.537, H55 1.093, H62 1.088, C129 1.545
102 C -16.47 -5.12 3.10  H40 1.086, O66 1.437, C82 1.522, H105 1.095
103 H -8.57 -4.70 9.05  C150 1.085
104 H -17.79 -7.83 1.86  C41 1.089
105 H -15.39 -5.05 2.94  C102 1.095
106 O -8.12 -9.17 3.79  C36 1.419, C121 1.423
107 H -15.80 -6.12 11.02  C11 1.090
108 C -10.49 -0.17 5.15  H57 1.088, H79 1.092, O87 1.415, C149 1.547
109 H -12.16 -1.06 10.26  C97 1.089
110 O -8.48 -3.09 6.28  C43 1.420, C51 1.418
111 H -12.94 -10.68 8.55  C12 1.094
112 H -18.16 -5.91 0.36  C71 1.088
113 C -11.21 -6.73 10.45  C75 1.520, C117 1.532, H140 1.085, H142 1.093
114 H -11.99 2.30 4.95  C139 1.093
115 H -10.55 -2.61 1.75  C81 1.087
116 H -13.16 -9.56 5.72  C129 1.095
117 C -11.17 -7.89 9.45  H6 1.093, H9 1.096, C91 1.542, C113 1.532
118 H -18.25 -4.39 2.26  C82 1.092
119 H -9.28 -0.56 10.33  C145 1.091
120 H -15.20 -4.68 7.42  C128 1.088
121 C -8.81 -10.24 4.43  H16 1.094, H70 1.094, O106 1.423, C153 1.535
122 H -9.78 -2.61 12.43  C4 1.097
123 H -12.50 -0.73 4.37  C149 1.089
124 C -7.62 -5.05 7.10  C43 1.524, H68 1.092, H84 1.089, C150 1.544
125 H -14.65 -7.23 10.32  C11 1.101
126 H -11.62 -4.35 5.02  C137 1.095
127 C -9.65 -3.92 0.18  O14 1.425, H77 1.091, C81 1.551, H144 1.091
128 C -15.11 -5.63 7.95  H42 1.094, O56 1.420, H120 1.088, C134 1.550
129 C -14.15 -10.00 5.92  H25 1.089, C33 1.526, C101 1.545, H116 1.095
130 H -9.54 -10.19 6.45  C153 1.090
131 H -11.32 -6.42 3.21  C72 1.097
132 O -9.91 -3.43 10.54  C4 1.428, C44 1.428
133 C -13.47 -5.36 -0.91  H17 1.091, H21 1.090, C60 1.527, C136 1.533
134 C -16.43 -6.43 7.84  H2 1.088, H89 1.089, C128 1.550, C155 1.546
135 H -8.49 -3.30 2.76  C19 1.092
136 C -13.33 -6.15 0.40  H8 1.089, O32 1.413, C133 1.533, H143 1.097
137 C -12.03 -5.16 5.62  H10 1.090, O49 1.430, H126 1.095, C141 1.523
138 H -10.09 -9.86 9.85  C91 1.088
139 C -11.72 1.71 5.83  C13 1.523, O87 1.435, H98 1.090, H114 1.093
140 H -11.11 -5.71 10.10  C113 1.085
141 C -11.16 -6.39 5.41  H30 1.090, C72 1.515, C137 1.523, H146 1.093
142 H -12.11 -6.84 11.06  C113 1.093
143 H -12.30 -6.52 0.45  C136 1.097
144 H -9.46 -2.95 -0.27  C127 1.091
145 C -10.01 -1.11 10.92  C4 1.523, H39 1.091, C97 1.534, H119 1.091
146 H -11.40 -7.18 6.14  C141 1.093
147 H -16.81 -3.79 1.40  C82 1.092
148 H -17.45 -6.98 9.71  C155 1.092
149 C -11.96 -0.65 5.31  C13 1.548, H61 1.089, C108 1.547, H123 1.089
150 C -8.83 -4.70 8.00  C51 1.548, H94 1.091, H103 1.085, C124 1.544
151 C -8.45 -5.14 1.74  O14 1.420, C19 1.523, H26 1.089, H31 1.099
152 H -11.52 -3.55 9.24  C44 1.090
153 C -8.58 -10.15 5.94  H86 1.088, C88 1.529, C121 1.535, H130 1.090
154 H -13.65 0.65 6.01  C13 1.089
155 C -16.49 -7.15 9.21  H7 1.089, C11 1.510, C134 1.546, H148 1.092
156 H -10.28 -11.25 -1.28  C3 1.093

Output
SMILES string: C1CCOC1.C1CCOC1.C1CCOC1.C1CCOC1.C1CCOC1.C1CCOC1.C1CCOC1.C1CCOC1.C1CCOC1.C1CCOC1.C1CCOC1.C1CCOC1
LUMO in eV: 0.59
Charge: 0
Energy in eV: -75896.562
Largest force on an atom in eV/A: 1.95

Here are the Mulliken charges for atoms 1 to 6, given in e: O -0.48; H 0.38; C -0.54; C -0.63; O -0.45; H -0.57